The following is a quantum chemistry calculation of a single C5H8F3NO molecule at a distorted geometry, from the OMol25 dataset.

Values from the calculation:
* lowest unoccupied orbital energy: 0.71 eV
* energy relative to the best compared isomer or geometry (same formula, charge and spin): 0.311 eV
* HOMO level: -9.7731 eV
* structure (SMILES): C[C@](N)(CC=O)C(F)(F)F

```
! RIJCOSX wB97M-V def2-TZVPD def2/J DEFGRID3
* xyz 0 1
C 0.43245 0.16143 2.16671
C -0.94220 1.14566 -0.49643
C 0.19148 -0.73170 1.02203
C 0.24986 0.10505 -0.50228
C 1.57477 0.89988 -0.58446
N 0.22233 -0.88475 -1.55372
O -0.51080 0.56061 2.87415
F 1.59108 2.00436 0.10240
F 1.69680 1.23023 -1.95321
F 2.58797 0.16360 -0.16921
H 1.42789 0.30308 2.59649
H -1.95988 0.70312 -0.92775
H -1.11754 1.51040 0.47790
H -0.58929 1.99147 -1.08658
H 0.82939 -1.55664 0.89919
H -0.84776 -0.88566 0.99970
H -0.06959 -0.44801 -2.45777
H 1.03038 -1.50344 -1.50203
*
```